Entry 1:
DFT (ωB97M-V/def2-TZVPD) results for a molecular structure, C36H64N6Si4TeZn.

Structure (XYZ):
```
112
Properties=species:S:1:pos:R:3:forces:R:3
Zn -0.684 0.989 0.023 -0.08 0.25 0.24
C -4.047 3.209 1.849 -0.01 -0.06 0.02
N -4.416 1.885 1.381 -0.07 0.09 0.02
C -5.790 1.498 1.645 0.07 0.05 0.00
C -3.459 0.962 1.061 0.04 -0.13 -0.02
N -2.239 0.966 1.553 0.11 0.10 0.12
C -2.110 1.377 2.903 0.00 -0.03 -0.12
C -2.956 0.799 3.824 -0.04 -0.03 0.08
C -3.059 1.270 5.146 -0.03 -0.04 -0.08
C -2.330 2.353 5.532 0.01 0.04 -0.03
C -1.391 2.937 4.644 0.02 -0.02 -0.06
C -0.643 4.062 5.078 -0.04 -0.06 0.04
C 0.282 4.630 4.256 0.07 -0.03 -0.11
C 0.558 4.042 3.008 -0.04 0.11 0.05
C -0.103 2.917 2.564 -0.02 0.03 -0.11
N 0.377 2.295 1.394 0.09 -0.19 0.02
C 1.686 2.097 1.329 -0.06 0.19 -0.20
N 2.324 2.161 0.133 -0.11 0.03 0.03
C 1.771 2.914 -0.983 0.01 -0.06 0.06
C 3.437 1.289 -0.205 -0.02 0.03 -0.01
N 2.453 1.794 2.406 0.10 -0.07 0.17
C 1.882 1.184 3.593 0.06 -0.05 -0.01
C 3.801 2.306 2.567 -0.05 -0.02 0.05
C -1.198 2.398 3.336 -0.01 0.04 0.04
N -3.819 0.034 0.137 0.01 -0.03 0.04
C -4.699 0.342 -0.977 -0.04 -0.06 0.05
C -3.128 -1.243 0.044 -0.10 0.13 -0.05
H -4.093 3.285 2.941 0.02 0.00 0.00
H -4.734 3.937 1.415 -0.03 -0.01 0.01
H -3.038 3.450 1.523 -0.02 -0.02 -0.02
H -6.010 1.625 2.711 0.01 0.00 -0.02
H -5.947 0.454 1.385 0.02 0.01 -0.01
H -6.490 2.114 1.075 0.01 -0.01 -0.01
H -3.584 -0.021 3.494 0.00 0.02 0.02
H -3.742 0.789 5.836 0.00 0.02 -0.04
H -2.442 2.779 6.522 0.03 -0.03 -0.02
H -0.831 4.459 6.069 0.00 -0.02 -0.05
H 0.834 5.508 4.570 -0.01 -0.02 -0.02
H 1.341 4.454 2.379 -0.03 0.00 0.05
H 0.984 3.574 -0.634 -0.03 0.01 0.03
H 1.353 2.253 -1.745 -0.03 0.01 0.00
H 2.566 3.506 -1.443 0.01 -0.01 0.00
H 3.558 0.524 0.557 -0.01 0.00 0.03
H 4.371 1.848 -0.323 -0.03 0.00 0.00
H 3.209 0.790 -1.148 0.01 0.02 0.04
H 0.958 0.669 3.343 0.03 -0.01 -0.02
H 1.684 1.925 4.375 0.00 -0.02 -0.01
H 2.588 0.443 3.973 0.01 0.01 0.00
H 4.097 2.882 1.696 -0.01 0.01 0.00
H 4.517 1.495 2.719 0.00 0.00 -0.02
H 3.836 2.964 3.442 -0.01 -0.01 0.01
H -5.071 1.359 -0.896 0.01 0.00 0.00
H -5.545 -0.349 -1.008 -0.01 0.00 0.02
H -4.148 0.251 -1.917 0.00 -0.03 0.00
H -2.530 -1.410 0.935 0.00 0.02 0.01
H -2.454 -1.271 -0.817 0.01 0.00 0.00
H -3.865 -2.042 -0.066 -0.01 0.03 -0.03
C -1.665 2.233 -1.248 -0.10 -0.23 -0.23
C -1.249 2.579 -2.641 -0.05 0.00 0.11
C -1.105 1.592 -3.620 -0.02 -0.01 -0.08
C -0.766 1.907 -4.929 0.00 -0.02 0.09
C -0.546 3.230 -5.299 -0.01 -0.03 0.04
C -0.672 4.224 -4.339 0.00 -0.05 0.07
C -1.023 3.900 -3.033 0.11 0.04 -0.06
H -2.683 1.821 -1.290 0.17 0.11 -0.02
H -1.723 3.136 -0.631 -0.02 0.05 -0.05
H -1.267 0.555 -3.342 0.03 0.08 -0.02
H -0.666 1.115 -5.663 -0.02 0.03 0.02
H -0.284 3.480 -6.320 0.01 -0.01 0.02
H -0.507 5.261 -4.608 0.00 -0.01 0.00
H -1.135 4.691 -2.298 0.00 -0.01 -0.01
C 4.127 -5.042 -0.931 -0.04 -0.16 -0.14
Si 3.644 -3.295 -0.447 0.07 -0.02 0.12
C 3.947 -3.107 1.392 -0.11 0.03 0.20
C 4.793 -2.107 -1.334 0.04 0.20 -0.16
Si 1.409 -2.843 -0.958 -0.07 0.08 0.05
Te 0.617 -1.173 0.711 0.08 0.03 0.05
Si 0.132 -4.737 -0.541 0.04 -0.15 -0.04
C 0.496 -5.350 1.190 0.12 0.02 0.22
C 0.527 -6.113 -1.757 0.07 -0.08 -0.14
C -1.700 -4.374 -0.647 -0.21 0.20 -0.04
Si 1.275 -2.164 -3.171 0.00 -0.04 -0.08
C 1.989 -0.450 -3.362 0.20 0.20 0.03
C 2.267 -3.352 -4.235 0.09 -0.17 -0.05
C -0.489 -2.175 -3.803 -0.23 -0.04 0.04
H 5.202 -5.194 -0.786 -0.05 -0.01 0.00
H 3.895 -5.254 -1.980 0.04 0.01 0.09
H 3.595 -5.776 -0.316 0.05 0.04 -0.05
H 5.021 -3.074 1.605 -0.05 -0.03 0.00
H 3.510 -3.943 1.950 0.05 0.08 -0.04
H 3.483 -2.190 1.770 0.08 -0.06 -0.02
H 5.819 -2.233 -0.972 -0.04 0.00 -0.03
H 4.496 -1.069 -1.154 0.07 -0.11 -0.01
H 4.793 -2.267 -2.417 0.01 0.02 0.10
H 1.533 -5.695 1.283 -0.10 0.01 0.00
H -0.164 -6.182 1.455 0.04 0.03 0.00
H 0.347 -4.546 1.919 0.00 -0.09 -0.06
H 1.594 -6.358 -1.749 -0.10 0.00 -0.01
H 0.257 -5.832 -2.781 0.01 -0.04 0.08
H -0.030 -7.020 -1.499 0.03 0.04 -0.04
H -1.984 -3.633 0.108 0.06 -0.13 -0.08
H -2.275 -5.288 -0.467 0.00 0.04 0.00
H -1.981 -3.979 -1.629 0.01 -0.05 0.10
H 3.059 -0.446 -3.122 -0.09 -0.03 -0.07
H 1.499 0.256 -2.687 -0.07 -0.03 -0.09
H 1.869 -0.087 -4.388 -0.01 0.04 0.05
H 3.327 -3.347 -3.961 -0.09 0.00 -0.04
H 2.190 -3.079 -5.293 0.02 -0.03 0.07
H 1.902 -4.379 -4.124 0.04 0.09 -0.03
H -1.129 -1.502 -3.222 0.06 -0.12 -0.04
H -0.922 -3.180 -3.743 0.05 0.09 -0.03
H -0.520 -1.854 -4.850 -0.02 0.00 0.05
```
Positions in Å, forces in eV/Å.

Its total energy is -4944.17329 a.u. The calculation puts the gap between HOMO and LUMO at 7.310 eV. As for the net charge: 0. The HOMO energy comes out at -6.8 eV.

---

Entry 2:
DFT (ωB97M-V/def2-TZVPD) results for C3H5NO3 in the gas phase.

Structure (XYZ):
```
12
Properties=species:S:1:pos:R:3:forces:R:3
N 1.416 -1.012 -0.758 0.04 0.00 -0.09
C 0.769 -0.170 0.077 0.34 -0.04 0.27
O 1.209 0.929 0.361 0.38 -0.51 -0.06
C -0.554 -0.619 0.732 0.16 -0.10 0.03
O -1.213 0.599 1.046 0.06 0.11 -0.05
C -1.101 1.455 0.001 -0.56 0.07 -0.40
O -1.018 1.090 -1.143 -0.31 0.43 0.36
H 0.965 -1.816 -1.162 -0.08 0.11 0.06
H 2.138 -0.557 -1.300 0.02 -0.25 0.07
H -1.188 -1.277 0.125 0.32 0.17 -0.08
H -0.324 -1.117 1.678 -0.11 0.11 -0.08
H -1.099 2.496 0.342 -0.27 -0.10 -0.03
```
Positions in Å, forces in eV/Å.

Its total energy is -397.79610 a.u. The calculation puts the gap between HOMO and LUMO at 11.127 eV. As for the net charge: 0. Its SMILES is NC(=O)COC=O. The HOMO energy comes out at -10.3 eV. The relative energy (zero: lowest compared OMol25 entry of this formula, charge and spin) comes out at 1.1046 eV.

---

Entry 3:
DFT (ωB97M-V/def2-TZVPD) results for a molecular structure, C2H5N6 in a non-equilibrium geometry.

Structure (XYZ):
```
13
Properties=species:S:1:pos:R:3:forces:R:3
C 0.968 1.448 0.387 -0.37 2.25 -0.30
C -1.544 -1.656 -0.894 0.42 1.32 0.70
N 2.728 1.148 1.494 0.44 0.24 -0.06
N 2.047 2.065 0.801 0.77 0.88 0.31
N 0.952 0.197 0.782 0.79 -0.27 0.57
N 2.089 0.038 1.478 -0.07 -1.22 0.29
N -1.525 0.804 -0.864 -2.05 1.30 -1.40
N -1.121 -0.243 -0.498 2.22 -1.52 1.23
H -2.012 -1.958 0.123 0.26 -0.35 -2.28
H -2.122 -1.491 -1.855 0.18 -0.96 1.33
H -0.506 -2.085 -1.022 -1.49 -0.34 -0.10
H 0.173 2.027 -0.092 0.36 -0.94 0.01
H -0.127 -0.295 0.161 -1.45 -0.38 -0.29
```
Positions in Å, forces in eV/Å.

Its total energy is -407.65189 a.u. The calculation puts the gap between HOMO and LUMO at 6.853 eV. As for the net charge: -1. The HOMO energy comes out at -2.8 eV. The relative energy (zero: lowest compared OMol25 entry of this formula, charge and spin) comes out at 1.6913 eV.